Entry 1:
50
Properties=species:S:1:pos:R:3 method="wB97M-V/def2-TZVPD" lumo_ha="-0.0587 / -0.0587" energy_ha=-1923.5688 de_lowest_kj_mol=0.0
Pd -1.04289 -0.64521 -1.15322
C 3.16143 -2.17582 -2.33937
Si 1.98464 -0.72241 -2.24639
C 2.93522 0.88000 -2.43387
C 0.81596 -0.88693 -3.70102
N 1.03521 -0.71167 -0.76540
C 1.46626 -0.65037 0.47899
C 2.85433 -0.59395 0.84609
C 3.24374 -0.62363 2.14710
C 2.27392 -0.68548 3.19252
C 0.94554 -0.72050 2.91469
C 0.45562 -0.66879 1.55887
N -0.80984 -0.58899 1.21211
Si -2.32635 -0.66804 2.07804
C -3.17934 -2.25786 1.58712
C -3.33133 0.81684 1.52629
C -2.21727 -0.62794 3.95063
H 3.66860 -2.14746 -3.30894
H 2.62230 -3.12402 -2.26561
H 3.92842 -2.16644 -1.56039
H 3.45762 0.89909 -3.39615
H 3.68429 1.00593 -1.64680
H 2.25994 1.73911 -2.39399
H 1.40009 -1.02180 -4.61806
H 0.19005 -0.00306 -3.83380
H 0.16673 -1.75883 -3.59426
H 3.59487 -0.56063 0.05570
H 4.29674 -0.60565 2.39986
H 2.60830 -0.69443 4.22241
H 0.22431 -0.74897 3.72011
H -3.09809 -2.41765 0.51264
H -4.23984 -2.22878 1.85423
H -2.72806 -3.12007 2.08620
H -3.29859 0.91759 0.44108
H -2.95949 1.74870 1.96406
H -4.38019 0.70974 1.82212
H -1.67342 -1.49236 4.34207
H -3.22759 -0.65704 4.37024
H -1.73207 0.28036 4.31914
O -3.82403 -1.12645 -2.21741
C -2.76461 -1.00421 -1.84724
I -0.84731 5.99046 -2.19538
C -0.76634 4.04198 -1.53081
C -0.57569 3.61351 -0.23856
N -0.59011 2.27013 -0.28596
N -0.77918 1.79777 -1.52350
C -0.89025 2.86718 -2.29393
H -0.43844 4.16162 0.67932
H -0.50606 1.59914 0.46522
H -1.04777 2.76626 -3.35679

=====

Entry 2:
57
Properties=species:S:1:pos:R:3 method="wB97M-V/def2-TZVPD" lumo_ha="0.0908 / 0.0908" energy_ha=-3148.0389 s_squared=3.7687 total_charge=-1 spin_multiplicity=4 de_lowest_kj_mol=110.2
V 0.21745 -1.36062 0.30017
C 3.14141 -1.10878 -2.60570
C 2.63103 -0.73526 -1.25509
O 1.34254 -0.27335 -1.24875
C 3.34310 -0.80667 -0.11988
C 2.85008 -0.41821 1.20072
C 3.78936 0.08702 2.25004
N 1.57871 -0.42978 1.36876
N 1.03781 0.24678 2.47456
C -0.22932 0.47615 2.20140
O -0.83716 0.15103 1.11765
C -1.01423 1.25437 3.20488
C -0.61403 1.37150 4.53004
C -1.37400 2.11580 5.41826
C -2.53275 2.75143 4.98722
C -2.93434 2.63331 3.66442
C -2.17903 1.88017 2.77548
H 3.27422 -0.22567 -3.23800
H 2.43017 -1.77562 -3.09572
H 4.09461 -1.62677 -2.52366
H 4.37039 -1.13595 -0.20874
H 4.82238 -0.05851 1.93790
H 3.61376 -0.43152 3.19235
H 3.62619 1.14695 2.45071
H 0.28876 0.86969 4.84825
H -1.06591 2.19598 6.45307
H -3.12377 3.33264 5.68404
H -3.83975 3.11926 3.32390
H -2.47864 1.75753 1.74431
O -2.84531 -2.45885 0.62372
P -1.73648 -3.41597 1.27911
O -2.41345 -4.35637 2.17513
O -0.52362 -2.62470 1.73818
O -1.18340 -4.18407 -0.11581
P -0.27085 -3.42439 -1.19664
O -0.19925 -4.49869 -2.37620
O 1.09579 -3.13890 -0.62272
O -0.95516 -2.13978 -1.62119
H -2.58127 -2.06624 -0.21500
H 0.01517 -5.36045 -2.02759
N 0.07060 0.64318 -3.54445
C 0.44619 2.02837 -3.19667
C -0.67965 2.69070 -2.38855
N -1.42199 1.77237 -1.54827
C -2.08357 0.74926 -2.35212
C -1.37971 0.48836 -3.69279
H 0.94539 -0.16594 -2.16848
H 0.53432 0.35904 -4.40119
H 0.67001 2.62804 -4.08905
H 1.35291 1.98883 -2.58879
H -1.39659 3.15518 -3.07320
H -0.25840 3.49456 -1.78222
H -0.84699 1.32429 -0.83023
H -3.12021 1.03950 -2.56457
H -2.10819 -0.16936 -1.77234
H -1.76629 1.17124 -4.46421
H -1.58902 -0.53212 -4.01649

=====

Entry 3:
49
Properties=species:S:1:pos:R:3 method="wB97M-V/def2-TZVPD" lumo_ha=-0.4073 energy_ha=-1804.5148 total_charge=+3 de_lowest_kj_mol=0.0
Rh -0.52665 -0.42577 -0.82962
C 0.84847 1.41934 -2.72364
C -0.64340 1.58335 -2.92825
N -1.38422 1.28451 -1.66442
C -1.48650 2.39872 -0.67404
C -0.22668 2.56764 0.15742
S 0.44695 0.92798 0.65369
C 2.17153 1.00056 0.01610
C 2.36415 0.13156 -1.22187
N 1.13468 0.10870 -2.05889
H 1.24760 2.21201 -2.09618
H 1.37390 1.48135 -3.67721
H -0.99985 0.87660 -3.68010
H -0.87948 2.58701 -3.28701
H -2.34607 1.06876 -1.92175
H -2.32584 2.15360 -0.02464
H -1.72227 3.33438 -1.18475
H -0.45177 3.09067 1.08694
H 0.56174 3.11574 -0.35124
H 2.81129 0.66173 0.82962
H 2.38853 2.05382 -0.15482
H 2.57036 -0.89398 -0.92428
H 3.21901 0.49697 -1.79550
H 1.27380 -0.58540 -2.79067
N 1.69261 -5.91045 1.00614
C 1.25051 -4.71180 0.64632
C 0.67563 -3.81384 1.57854
C 0.23409 -2.59044 1.16972
N 0.32043 -2.15530 -0.11154
C 0.87687 -3.01037 -1.00653
C 1.33409 -4.25479 -0.69249
H 1.65990 -6.21814 1.96502
H 2.12466 -6.53439 0.34341
H 0.59822 -4.07936 2.62433
H -0.19161 -1.89870 1.88432
H 0.95348 -2.67074 -2.03349
H 1.76957 -4.87313 -1.46562
S -2.40000 -0.63903 0.56563
C -3.15817 -2.16928 0.20706
N -4.03051 -2.61862 1.14092
C -4.77626 -3.73427 1.00573
C -4.64707 -4.50898 -0.11710
C -3.74379 -4.10209 -1.09608
C -3.01120 -2.93599 -0.93972
H -4.14790 -2.06597 1.98448
H -5.45085 -3.95957 1.82000
H -5.24340 -5.40239 -0.22864
H -3.62873 -4.68980 -1.99785
H -2.34641 -2.60528 -1.72714

=====

Entry 4:
68
Properties=species:S:1:pos:R:3 method="wB97M-V/def2-TZVPD" lumo_ha=-0.0980 energy_ha=-11594.0730 total_charge=-1
O 1.99155 -2.13669 0.97113
P 2.60512 -0.70498 1.08465
B 4.17059 -0.73915 2.22080
S 5.66332 -1.18127 1.33824
C 4.05103 -0.37572 3.72107
C 4.42685 1.08636 4.01608
C 3.65505 2.09915 3.15952
C 4.43021 2.47820 1.89346
O 4.39272 3.86571 1.56161
H 2.90178 -0.29599 -0.22081
H 1.57803 0.16937 1.59862
H 6.60441 -0.40028 1.90005
H 4.76666 -0.99928 4.24851
H 3.05908 -0.58785 4.11959
H 4.16605 1.27107 5.05266
H 5.49700 1.24986 3.95044
H 3.51171 2.99512 3.76212
H 2.65598 1.72089 2.94511
H 5.44067 2.09769 1.99080
H 3.96760 1.95661 1.05249
H 5.02082 4.28663 2.15351
C -2.12156 -0.90677 -1.54811
C -2.55748 0.29843 -2.36927
C -1.55367 1.43922 -2.09901
S -0.00106 0.63198 -1.68542
O 0.32856 0.92135 -0.29861
O 0.95919 0.85105 -2.72984
C -0.62217 -1.03515 -1.77638
H -2.66795 -1.80182 -1.84670
H -2.32171 -0.72101 -0.48576
H -2.55069 0.04246 -3.43129
H -3.55774 0.59944 -2.12079
H -1.40609 2.07480 -2.97254
H -1.84837 2.04859 -1.24075
H -0.10947 -1.61854 -1.02026
H -0.40607 -1.41611 -2.77350
F 7.35117 2.05825 1.29256
Li 7.35243 3.48817 0.14974
K -4.55479 1.82762 -2.57715
O -4.47781 -1.88463 -3.35703
H -3.87946 -2.60049 -3.60269
C -2.25280 3.63168 -5.67677
O -2.93218 3.01872 -4.82197
O -2.58877 4.74334 -6.18312
O -1.14548 3.20812 -6.12692
Mg 0.41055 -1.63539 1.86076
B 4.99725 -0.66667 7.09424
F 5.69133 -1.36831 8.08566
F 4.05635 -1.52713 6.48369
F 4.32255 0.42755 7.65483
F 5.90793 -0.21463 6.10928
C -9.06152 0.12718 -6.50114
C -8.11170 0.35682 -5.60004
C -8.14629 -0.29064 -4.26391
O -7.28585 -0.08452 -3.43943
C -9.27668 -1.20797 -3.97432
C -10.22629 -1.43708 -4.87585
C -10.19409 -0.78811 -6.21064
O -11.05962 -0.99805 -7.03308
H -9.05662 0.58856 -7.48024
H -7.27633 1.01769 -5.79372
H -9.27780 -1.67168 -2.99652
H -11.05964 -2.10102 -4.68535
C 5.61250 -5.17190 6.39646
Br 6.55323 -3.75199 5.51397
Br 4.93874 -4.61658 8.10594
Br 4.21298 -5.90090 5.28291
H 6.32123 -5.96604 6.56950

=====

Entry 5:
53
Properties=species:S:1:pos:R:3 method="wB97M-V/def2-TZVPD" lumo_ha=-0.0515 energy_ha=-1776.2140 smiles="CC1=C(CC(=O)Cl)C(=O)OC1=O.CNC(C)=O.CNC(C)=O.CNC(C)=O"
C -3.57182 -1.97969 2.24509
C -2.91042 -2.12909 3.73785
C -2.85844 -1.16597 4.89796
C -3.59666 0.29292 4.75265
C -2.48036 1.48590 4.60073
O -1.27886 1.16532 4.06419
Cl -2.95331 3.18241 5.21072
C -2.01326 -1.84980 6.12985
O -2.04667 -1.66820 7.45334
O -1.14140 -2.78403 5.35158
C -2.10351 -3.40243 4.39850
O -2.35697 -4.68415 4.11894
H -3.12371 -0.98329 1.77544
H -4.73869 -1.88959 2.22243
H -3.16881 -2.86874 1.57988
H -4.34666 0.20502 3.84656
H -4.24648 0.51189 5.71943
C 1.22862 2.32225 2.73039
C 0.90117 3.59414 1.99798
O -0.00983 4.33869 2.34994
N 1.65723 3.91078 0.90673
C 2.76059 3.16795 0.34471
H 0.54550 2.19925 3.57699
H 1.10824 1.46639 2.06279
H 2.24997 2.36609 3.11477
H 1.38251 4.78009 0.46146
H 3.64371 3.81122 0.35632
H 2.50956 2.91743 -0.68874
H 2.97164 2.25240 0.89858
C 4.04677 -1.37115 -2.55999
C 3.80337 0.09439 -2.32701
O 3.93774 0.61501 -1.22291
N 3.42052 0.85193 -3.39579
C 3.21177 0.42361 -4.75889
H 4.34541 -1.84805 -1.62090
H 3.13083 -1.84929 -2.91370
H 4.85193 -1.50430 -3.28581
H 3.27380 1.82970 -3.16804
H 3.88800 0.99314 -5.40090
H 2.17825 0.65042 -5.03130
H 3.39638 -0.64285 -4.89346
C -0.24776 -0.73130 -3.23295
C -0.49762 -0.90267 -4.70589
O 0.25278 -0.43485 -5.55805
N -1.60379 -1.60692 -5.08426
C -2.59469 -2.22728 -4.23671
H 0.66741 -0.15015 -3.08050
H -1.07931 -0.19199 -2.77431
H -0.11905 -1.70770 -2.76084
H -1.71104 -1.68384 -6.09024
H -2.61323 -3.29614 -4.46257
H -3.56719 -1.79046 -4.47593
H -2.38419 -2.08442 -3.17613

=====

Entry 6:
48
Properties=species:S:1:pos:R:3 method="wB97M-V/def2-TZVPD" lumo_ha="-0.1116 / -0.1113" energy_ha=-1963.6665 s_squared=0.8183 total_charge=+1 spin_multiplicity=2 de_lowest_kj_mol=132.7
Cr -0.26923 -0.11109 -0.10897
C 2.03797 0.35101 -2.37467
C 0.84357 -0.52899 -2.10947
C 0.92897 -1.57199 -1.15277
C -0.14563 -2.47219 -1.03667
C -1.20613 -2.45319 -1.94387
C -1.22283 -1.50539 -2.96227
C -0.22393 -0.54609 -3.03197
H 2.59477 0.56561 -1.46377
H 1.73947 1.28561 -2.84157
H 2.70977 -0.15659 -3.06537
H 1.87847 -1.77919 -0.65987
H -0.06893 -3.28769 -0.32787
H -1.99233 -3.19149 -1.87627
H -2.00613 -1.52449 -3.70567
H -0.23253 0.18761 -3.82707
N 0.04167 2.28191 0.22853
C -1.28203 2.90141 0.21003
C -2.03623 2.44801 -1.03977
N -2.16043 0.99111 -1.10457
C -3.38803 0.42461 -0.54117
C -3.23353 -0.00149 0.92203
N -2.18573 -1.00879 1.04463
H 0.65247 2.75761 -0.43367
H 0.44427 2.38531 1.15623
H -1.81353 2.58131 1.10823
H -1.23443 3.99901 0.20823
H -3.01653 2.93831 -1.06577
H -1.46833 2.78321 -1.91167
H -2.12143 0.72691 -2.08257
H -4.22213 1.13441 -0.61617
H -3.64553 -0.46489 -1.12137
H -2.94243 0.85141 1.53623
H -4.21203 -0.36239 1.26963
H -1.92223 -1.13149 2.01633
H -2.52213 -1.90189 0.69713
O 0.57927 -0.20959 1.87393
N 1.81257 -0.42619 2.24923
C 2.79047 0.48871 1.97723
C 4.07377 0.30251 2.41153
C 4.41587 -0.84359 3.12923
C 3.41427 -1.78919 3.36413
C 2.14097 -1.56959 2.91903
H 2.47747 1.35391 1.41473
H 4.82377 1.04701 2.19643
H 5.41697 -0.99549 3.49123
H 3.63297 -2.69969 3.89803
H 1.32477 -2.25379 3.08283

=====

Entry 7:
54
Properties=species:S:1:pos:R:3 method="wB97M-V/def2-TZVPD" lumo_ha=0.0121 energy_ha=-2455.8731 smiles="O=C1CC[C@@H](CCSc2nnco2)O1.O=S1(=O)CCCC1.O=S1(=O)CCCC1"
O 3.88581 -1.44862 1.72313
C 4.10926 -0.78450 0.76017
C 3.19240 -0.90855 -0.52938
C 4.11279 -0.15239 -1.56812
C 4.76670 0.94866 -0.65687
C 3.87627 2.12836 -0.07988
C 2.72116 2.63472 -1.04267
S 1.09416 2.85312 -0.17094
C 0.09074 1.37867 -0.46956
N -0.09521 0.66744 -1.61199
N -0.91535 -0.35814 -1.26966
C -1.22391 -0.23618 0.03751
O -0.59569 0.86165 0.60946
O 5.09599 0.18487 0.55645
H 2.13492 -0.53814 -0.45296
H 3.12226 -1.94128 -0.97322
H 4.98271 -0.84496 -1.77114
H 3.71586 0.13351 -2.57620
H 5.75493 1.33432 -1.03039
H 3.44689 1.86378 0.92186
H 4.57976 2.99864 0.10703
H 2.99990 3.66613 -1.40799
H 2.56562 2.00999 -1.96216
H -1.86355 -0.93958 0.62565
C -5.42961 -1.68921 -3.25115
C -4.04127 -1.04537 -3.19042
C -3.12365 -1.84282 -4.12031
S -4.17957 -2.53802 -5.39042
O -4.17511 -3.97435 -5.25779
O -3.90927 -1.88292 -6.64684
C -5.71778 -1.91294 -4.73072
H -6.18932 -1.05911 -2.78604
H -5.41539 -2.64748 -2.72350
H -4.10536 -0.00952 -3.53601
H -3.64865 -1.02672 -2.17312
H -2.37096 -1.20792 -4.58514
H -2.64076 -2.66691 -3.59502
H -6.51705 -2.63051 -4.90974
H -5.93809 -0.97086 -5.23559
C -0.03468 0.69444 6.18260
C 1.08650 1.60546 5.67444
C 1.59772 1.01380 4.35739
S 0.21785 0.12611 3.63703
O 0.53656 -1.27966 3.61135
O -0.24445 0.83299 2.45200
C -0.92692 0.42439 4.97708
H -0.59289 1.15559 6.99867
H 0.39045 -0.24359 6.55119
H 0.68812 2.60879 5.49744
H 1.89315 1.69782 6.40330
H 1.92590 1.79012 3.66698
H 2.40551 0.30084 4.52585
H -1.57744 -0.43911 5.10833
H -1.51797 1.30517 4.72001

=====

Entry 8:
49
Properties=species:S:1:pos:R:3 method="wB97M-V/def2-TZVPD" lumo_ha=0.0923 energy_ha=-1336.1137 total_charge=-1 de_lowest_kj_mol=0.0
C 2.34145 -4.24173 0.34021
C 3.42415 -3.16538 0.32208
O 3.14023 -2.20152 -0.65823
C 3.44060 -0.82998 -0.29157
N 2.38962 0.11471 -0.41028
P 0.97455 -0.12153 0.31031
C 0.10570 -1.54239 -0.56746
O 1.36366 -0.97118 1.76495
H 1.52201 -3.95461 1.00055
H 2.74934 -5.18951 0.69852
H 1.94483 -4.38986 -0.66318
H 3.47384 -2.68992 1.30442
H 4.38786 -3.64281 0.09562
H 4.25856 -0.51034 -0.95445
H 3.84105 -0.84716 0.73034
H 0.78954 -2.20631 -1.09232
H -0.57224 -1.08959 -1.29427
H -0.46911 -2.13626 0.15308
H 0.55018 -1.05700 2.25667
N 6.04178 1.41596 3.07721
C 4.90519 0.99224 2.43973
C 4.20508 0.20108 3.30797
C 4.95162 0.14484 4.51923
C 6.08030 0.90330 4.34704
H 6.74016 2.00827 2.67135
H 4.68351 1.28561 1.42655
H 3.26388 -0.27998 3.08829
H 4.68900 -0.39365 5.41516
H 6.89894 1.12053 5.01204
N -3.37630 2.52573 -2.94736
C -2.69012 3.11718 -3.97493
C -1.36519 2.80578 -3.81991
C -1.24466 1.99891 -2.65469
C -2.49824 1.85013 -2.13480
H -4.36541 2.59884 -2.80684
H -3.20086 3.69939 -4.72264
H -0.56551 3.12063 -4.46907
H -0.34241 1.57924 -2.23710
H -2.83002 1.32475 -1.25456
N -5.94811 0.82083 -1.24247
C -6.45444 -0.13994 -0.41428
C -7.69378 0.27205 -0.00264
C -7.94360 1.53391 -0.60795
C -6.84710 1.84420 -1.36677
H -5.04946 0.77210 -1.68926
H -5.89142 -1.02861 -0.18824
H -8.34728 -0.26863 0.66085
H -8.82460 2.14333 -0.49721
H -6.63676 2.70434 -1.97969

=====

Entry 9:
55
Properties=species:S:1:pos:R:3 method="wB97M-V/def2-TZVPD" lumo_ha="-0.2287 / -0.2291" energy_ha=-2165.5960 total_charge=+1
O -4.33710 0.45542 -0.59015
H -5.04608 0.43277 -1.25138
Sc -0.95311 -0.06747 -0.58993
N -2.22015 -0.69999 1.18760
N -1.03873 1.53334 1.19066
N 0.13351 -1.03847 -2.28048
N 0.83749 1.17345 -1.18303
O -2.65236 -1.88946 1.23793
O -0.32124 -2.15862 -2.96399
O 1.37622 2.19727 -0.45775
O -0.30135 2.60457 1.32856
C -2.07415 1.45557 2.06737
C -2.77770 0.23653 2.02131
C 1.13583 -0.42339 -2.88342
C 1.56250 0.80694 -2.25029
C -4.05142 -0.07556 2.69372
H -4.85524 -0.09522 1.94424
H -4.29054 0.67646 3.44820
H -3.98045 -1.06273 3.16591
C -2.39533 2.61102 2.93986
H -2.74563 3.45834 2.33496
H -1.50096 2.93153 3.48549
H -3.17379 2.34402 3.65694
C 1.81561 -1.05878 -4.04419
C 2.80955 1.48790 -2.69100
H 1.12314 -1.75518 -4.52857
H 2.69062 -1.63232 -3.69729
H 2.15863 -0.30530 -4.76259
H 2.95871 2.38776 -2.09845
H 2.72435 1.74250 -3.75158
H 3.67065 0.82162 -2.57198
H -1.22615 -2.26635 -2.58440
H 0.65779 2.36528 0.31210
C -2.25075 1.75223 -1.48845
H -3.25843 1.71032 -1.10867
H -2.29692 1.55901 -2.57511
H -1.80695 2.73597 -1.27111
O -2.30122 -1.07635 -1.53499
H -3.69976 -0.20823 -0.96939
H -2.90597 -1.49589 -2.15749
N 1.61020 -1.13700 3.05983
C 0.53103 -0.81726 2.30163
N 0.81272 -0.89443 1.00689
C 2.15297 -1.28620 0.91354
C 3.00796 -1.48835 -0.16989
C 4.34178 -1.85248 0.08375
C 4.80741 -2.04835 1.39696
C 3.95844 -1.83637 2.49645
C 2.66081 -1.45365 2.20895
H 1.62133 -1.15682 4.06956
H -0.41537 -0.52338 2.73270
H 2.59276 -1.33771 -1.16579
H 5.02572 -2.00830 -0.75674
H 5.84057 -2.35796 1.55695
H 4.25856 -1.97221 3.53600